Entry 1:
Here is C41H50MnN3OSSi as an isolated structure from the Open Molecules 2025 dataset. Energies are from ωB97M-V/def2-TZVPD.

**Energy relative to the best compared isomer or geometry (same formula, charge and spin)**: 0.0 kJ/mol

Geometry as ORCA input:
```
! RIJCOSX wB97M-V def2-TZVPD def2/J DEFGRID3
* xyz 1 6
C 0.408 4.136 0.666
H 0.270 4.101 1.741
H -4.692 2.578 -2.380
H -1.692 3.647 5.779
C -3.105 -0.598 0.978
H 0.835 5.111 0.419
C 0.729 -3.864 -1.700
H 1.646 4.689 -2.434
C 4.550 0.553 -1.278
H 3.913 -3.103 -0.869
N 1.127 -1.456 -1.283
C -2.019 3.266 3.692
H 2.127 1.491 3.091
H 3.218 3.048 -3.499
H -2.387 4.262 3.483
H 0.653 -4.673 -0.974
H 0.311 -4.190 -2.653
C -1.469 1.031 2.895
H -4.021 0.402 2.646
H -4.666 -1.024 -4.725
H 1.963 1.863 -3.752
H -0.782 -0.296 4.448
H 5.406 1.185 -1.523
C 0.933 3.898 -2.184
H 1.307 -0.701 2.552
C -4.697 -1.702 -0.502
C 2.224 -1.761 -0.366
C -5.497 -0.506 1.409
H 2.513 -2.690 3.327
C -4.214 1.679 -2.741
N -2.333 0.279 -2.722
C 1.580 2.946 -1.210
H -2.355 -1.441 -3.820
C -1.935 2.332 2.671
C -0.525 -1.725 2.102
H 2.972 -0.977 -0.446
H 2.634 -3.882 0.093
C 2.841 -3.138 -0.676
H 0.771 -1.180 -3.304
H -5.857 1.057 -3.931
H 2.368 3.225 2.995
H -6.774 -1.515 0.011
H 3.621 1.348 -3.455
C -3.397 -1.364 -0.155
H 3.467 -2.492 -3.134
H -0.932 -5.086 2.499
C -1.632 2.922 4.979
H -0.581 4.104 0.211
H -2.243 2.626 1.673
Si -1.329 -0.145 1.423
C 3.377 1.371 -0.780
H 2.628 -4.523 -2.209
H 2.291 -0.496 -2.716
S -2.041 2.493 -1.264
H 0.769 2.526 2.767
H 4.312 -0.004 -2.185
C -4.203 -0.327 -4.045
H -2.587 -1.698 -0.794
H -0.162 -2.630 -0.147
H 4.893 -0.168 -0.541
H -2.161 -3.080 1.792
C -1.127 -2.984 2.106
C 0.879 -4.029 2.934
C -5.757 -1.264 0.279
C 0.138 -2.536 -1.191
C 2.390 -2.638 -3.046
C -1.121 0.702 4.207
H -6.314 -0.163 2.029
C 1.626 -1.356 -2.651
N 2.195 -3.639 -1.939
C -2.905 1.425 -2.282
C 1.824 2.386 2.555
C 4.068 0.803 1.575
H -0.725 -2.247 -1.785
C -0.436 -4.124 2.504
C 0.803 -1.660 2.543
C -4.191 -0.187 1.755
O -1.120 -0.094 -2.297
H -4.886 -2.298 -1.386
H 1.409 -4.911 3.267
C 2.862 2.070 -3.169
Mn -0.226 0.874 -0.661
C 1.335 3.054 0.166
C -2.948 -0.573 -3.576
H -0.904 1.349 6.239
C 1.497 -2.783 2.965
C -1.190 1.634 5.236
H 4.000 1.233 2.569
H 2.017 -3.103 -3.958
H 3.858 -0.267 1.671
C 2.088 2.281 1.074
H 0.648 3.413 -3.115
H 1.830 -1.762 0.652
C -4.854 0.832 -3.599
C 3.138 1.485 0.599
H 5.106 0.901 1.263
C 2.581 2.078 -1.688
H 0.038 4.365 -1.790
*
```

Here are the Mulliken charges for atoms 1 to 5, given in e: C -2.16; H 0.52; H 0.50; H 0.38; C 0.22

Entry 2:
Here is one molecule with the formula C7H10 from the Open Molecules 2025 dataset. Energies are from ωB97M-V/def2-TZVPD.

**SMILES string**: C1[C@@H]2CC3(CC3)[C@H]12
**Energy relative to the best compared isomer or geometry (same formula, charge and spin)**: 296.1 kJ/mol

Geometry as ORCA input:
```
! RIJCOSX wB97M-V def2-TZVPD def2/J DEFGRID3
* xyz 0 1
H -0.578 -2.222 0.542
H 1.235 -2.140 0.275
C -0.030 -0.388 -0.376
H -1.470 2.127 1.623
H -1.027 -1.866 -1.912
H 0.978 1.559 1.724
H 0.729 -1.414 -2.106
C 0.385 1.289 0.857
H 2.039 0.380 -0.352
H -1.443 2.145 -0.214
C -0.135 -1.460 -1.441
C -0.754 0.271 0.795
C 0.251 -1.816 -0.040
C 1.006 0.733 -0.427
C -1.045 1.723 0.704
H 0.938 1.415 -1.288
H -1.078 -0.336 1.635
*
```

Here are the Mulliken charges for atoms 1 to 5, given in e: H 0.25; H 0.25; C 0.84; H 0.26; H 0.25